{
  "formula": "C6H20CdN3S",
  "method": "wB97M-V/def2-TZVPD",
  "elements": ["C", "Cd", "N", "H", "H", "H", "H", "H", "H", "H", "H", "C", "N", "C", "C", "S", "N", "C", "C", "H", "H", "H", "H", "H", "H", "H", "H", "H", "H", "H", "H"],
  "coordinates": [[-2.263, -0.492, 0.044], [1.619, 0.138, -0.110], [2.225, 1.258, -2.002], [-4.257, -0.745, 0.304], [-3.331, -0.536, 0.190], [-1.781, -0.372, 1.019], [-1.912, -1.410, -0.432], [-2.034, 0.356, -0.607], [3.206, 1.147, -2.262], [2.050, 2.260, -1.873], [1.655, 0.932, -2.783], [0.295, 2.762, 3.103], [0.085, 1.371, 3.491], [-1.284, 1.006, 3.868], [0.964, 0.432, 3.090], [2.328, 0.854, 2.099], [0.792, -0.849, 3.511], [0.458, -1.093, 4.917], [1.541, -1.922, 2.856], [-0.400, 3.382, 3.673], [0.111, 2.929, 2.032], [1.323, 3.058, 3.331], [-1.681, 0.179, 3.268], [-1.342, 0.744, 4.929], [-1.914, 1.882, 3.712], [-0.608, -1.308, 5.028], [1.012, -1.975, 5.252], [0.735, -0.242, 5.544], [1.255, -2.020, 1.796], [2.629, -1.748, 2.919], [1.284, -2.855, 3.377]],
  "mulliken_charge": [-2.249, 0.085, -1.337, 4.002, -3.054, -0.173, 0.294, 0.274, 0.471, 0.345, 0.501, -1.187, 0.430, -1.282, -0.482, -0.229, 0.546, -1.262, -1.196, 0.415, 0.351, 0.402, 0.360, 0.214, 0.509, 0.286, 0.476, 0.375, 0.325, 0.352, 0.435],
  "e_lumo_ha": [0.09916, 0.09915],
  "homo_ev": [-0.471, -0.471],
  "charge": -1,
  "e_above_lowest_kcal_mol": 67.46
}


{
  "formula": "C5H7NO",
  "method": "wB97M-V/def2-TZVPD",
  "elements": ["C", "C", "C", "O", "C", "N", "C", "H", "H", "H", "H", "H", "H", "H"],
  "coordinates": [[-2.282, 0.231, 0.028], [-0.826, -0.080, -0.028], [-0.331, -1.331, -0.158], [1.054, -1.271, -0.218], [1.397, 0.024, -0.068], [2.739, 0.321, -0.205], [0.294, 0.815, 0.082], [-2.553, 0.734, 0.961], [-2.872, -0.688, -0.059], [-2.552, 0.879, -0.810], [-0.756, -2.293, 0.081], [3.391, -0.432, -0.061], [3.034, 1.214, 0.159], [0.263, 1.876, 0.296]],
  "mulliken_charge": [-1.105, 0.785, -0.663, -0.370, 0.529, -0.486, -0.712, 0.283, 0.311, 0.270, 0.357, 0.243, 0.231, 0.328],
  "e_lumo_ha": 0.03675,
  "homo_ev": -7.517,
  "smiles": "Cc1coc(N)c1",
  "e_above_lowest_kcal_mol": 17.38
}


{
  "formula": "C42H46F6InN6O2S3Sb",
  "method": "wB97M-V/def2-TZVPD",
  "elements": ["In", "N", "C", "C", "C", "N", "H", "H", "H", "H", "H", "H", "H", "H", "H", "H", "C", "C", "C", "C", "C", "C", "C", "S", "O", "C", "C", "C", "C", "C", "C", "C", "C", "C", "C", "C", "C", "C", "C", "C", "C", "C", "C", "C", "C", "S", "O", "C", "C", "C", "C", "C", "C", "C", "H", "H", "H", "H", "H", "H", "H", "H", "H", "H", "H", "H", "H", "H", "H", "H", "H", "H", "H", "H", "H", "H", "H", "H", "H", "H", "S", "C", "C", "C", "C", "N", "C", "N", "N", "N", "H", "H", "H", "H", "H", "H", "H", "H", "H", "H", "F", "Sb", "F", "F", "F", "F", "F"],
  "coordinates": [[0.503, -0.892, -0.084], [-0.066, -2.083, 1.982], [-1.388, -2.578, 2.363], [-2.468, -1.507, 2.207], [-2.835, -1.291, 0.739], [-1.822, -0.477, 0.074], [0.588, -2.866, 1.980], [0.282, -1.434, 2.687], [-1.356, -2.930, 3.401], [-1.639, -3.428, 1.725], [-2.124, -0.557, 2.636], [-3.360, -1.826, 2.751], [-3.814, -0.794, 0.671], [-2.888, -2.256, 0.231], [-1.915, 0.484, 0.378], [-1.955, -0.498, -0.934], [-0.968, 8.233, -2.354], [-0.983, 6.826, -1.847], [-2.167, 6.094, -1.824], [-2.196, 4.816, -1.298], [-1.028, 4.250, -0.803], [0.170, 4.934, -0.874], [0.180, 6.224, -1.377], [-1.262, 2.610, -0.086], [0.020, 1.833, -0.027], [-1.582, 3.145, 1.639], [-2.898, 2.889, 2.066], [-3.277, 3.158, 3.349], [-2.356, 3.694, 4.274], [-2.712, 3.936, 5.617], [-1.801, 4.448, 6.498], [-0.489, 4.718, 6.076], [-0.108, 4.477, 4.785], [-1.033, 3.976, 3.843], [-0.656, 3.697, 2.497], [0.763, 3.884, 2.128], [1.376, 5.153, 1.956], [0.640, 6.357, 1.994], [1.264, 7.561, 1.818], [2.651, 7.614, 1.607], [3.389, 6.463, 1.560], [2.779, 5.200, 1.715], [3.514, 3.996, 1.628], [2.900, 2.786, 1.779], [1.533, 2.751, 2.055], [0.678, 1.199, 2.287], [1.587, 0.166, 1.697], [1.011, 1.014, 4.058], [-0.095, 0.896, 4.883], [0.072, 0.618, 6.226], [1.346, 0.470, 6.762], [1.546, 0.144, 8.207], [2.449, 0.624, 5.924], [2.289, 0.873, 4.575], [-1.830, 8.439, -2.983], [-0.062, 8.436, -2.917], [-0.992, 8.924, -1.512], [-3.072, 6.532, -2.222], [-3.121, 4.254, -1.267], [1.081, 4.463, -0.544], [1.106, 6.777, -1.408], [-3.607, 2.479, 1.363], [-4.282, 2.949, 3.680], [-3.718, 3.709, 5.938], [-2.078, 4.644, 7.523], [0.225, 5.107, 6.784], [0.910, 4.665, 4.481], [-0.426, 6.308, 2.162], [0.698, 8.480, 1.850], [3.132, 8.573, 1.483], [4.456, 6.506, 1.398], [4.574, 4.045, 1.435], [3.429, 1.850, 1.689], [-1.088, 1.021, 4.477], [-0.795, 0.521, 6.860], [0.598, -0.042, 8.706], [2.057, 0.966, 8.707], [2.178, -0.737, 8.309], [3.440, 0.535, 6.342], [3.150, 0.941, 3.930], [2.522, -0.405, -1.290], [2.930, 0.188, -5.798], [2.304, -1.196, -5.938], [2.829, -2.143, -4.863], [0.763, -1.112, -5.920], [0.248, -0.740, -4.631], [-0.418, -1.494, -3.742], [-0.639, -0.767, -2.671], [-0.102, 0.430, -2.924], [0.418, 0.455, -4.076], [4.012, 0.100, -5.774], [2.605, 0.672, -4.880], [2.654, 0.821, -6.638], [2.565, -1.603, -6.922], [2.714, -1.714, -3.867], [3.887, -2.332, -5.020], [2.312, -3.099, -4.891], [0.339, -2.086, -6.175], [0.434, -0.375, -6.659], [-0.723, -2.510, -3.888], [-0.796, -2.964, -0.693], [0.611, -4.273, -1.025], [1.735, -3.342, 0.247], [1.254, -3.020, -2.289], [2.024, -5.443, -1.401], [-0.586, -4.926, -2.321], [-0.100, -5.229, 0.449]],
  "mulliken_charge": [1.955, -0.184, -0.681, -0.068, -0.890, -0.055, 0.317, 0.046, 0.518, 0.213, -0.221, 0.484, 0.527, 0.359, 0.066, 0.355, -1.483, 0.978, -1.001, -0.723, 0.041, -0.301, -0.697, 0.229, -0.488, 1.680, -1.095, -1.204, 0.861, -1.052, -0.770, -0.950, -0.838, 1.403, -1.425, -0.198, 0.703, -0.295, -0.987, -0.703, -1.118, 1.052, -1.421, -0.856, 0.613, 1.650, -0.860, 0.047, 0.302, -1.206, 1.142, -1.560, -0.932, -0.815, 0.388, 0.382, 0.285, 0.382, 0.453, 0.775, 0.465, 0.496, 0.459, 0.472, 0.440, 0.496, 0.575, 0.599, 0.486, 0.439, 0.495, 0.468, 0.662, 0.341, 0.376, 0.384, 0.334, 0.376, 0.433, 0.497, -0.234, -1.372, 0.641, -1.123, -1.008, 0.677, -0.362, -0.343, 0.279, -0.833, 0.406, 0.253, 0.397, 0.310, -0.037, 0.504, 0.351, 0.358, 0.375, 0.418, -0.539, 2.278, -0.695, -0.528, -0.509, -0.539, -0.548],
  "e_lumo_ha": [-0.10302, -0.14663],
  "s2": 0.7538,
  "homo_ev": [-10.817, -10.815],
  "spin_multiplicity": 2,
  "charge": 1
}


Max |F| / eV/Å: 4.18, 0.56, 2.56